1.
{
  "formula": "C20H33N6",
  "method": "ωB97M-V/def2-TZVPD",
  "species": ["C", "C", "C", "C", "C", "N", "N", "N", "N", "C", "C", "C", "C", "N", "C", "C", "N", "C", "C", "C", "C", "C", "C", "C", "C", "C", "H", "H", "H", "H", "H", "H", "H", "H", "H", "H", "H", "H", "H", "H", "H", "H", "H", "H", "H", "H", "H", "H", "H", "H", "H", "H", "H", "H", "H", "H", "H", "H", "H"],
  "coordinates": [[-4.196515, -1.852058, 1.276885], [-3.535627, -2.206307, -0.049751], [-2.763165, -1.042269, -0.672481], [-1.448023, -0.746244, 0.079629], [-0.780183, 0.473698, -0.493956], [0.344224, 0.384482, -1.188740], [0.660193, 1.607701, -1.597331], [-0.194347, 2.432328, -1.194032], [-1.122482, 1.784957, -0.482395], [-2.201620, 2.585457, 0.108296], [-3.278529, 2.784432, -0.960285], [-1.593504, 3.939768, 0.484525], [-2.762518, 1.922874, 1.362860], [-0.613035, -1.924531, 0.080756], [0.328578, -2.137476, 1.141670], [1.745312, -1.594078, 0.828730], [1.960058, -1.578640, -0.633433], [3.390308, -1.441104, -0.997279], [4.002177, -0.219071, -0.363875], [3.703870, 1.043430, -0.864646], [4.248945, 2.170697, -0.275634], [5.102014, 2.046227, 0.808587], [5.410969, 0.790423, 1.303847], [4.860247, -0.338406, 0.722412], [1.307095, -2.745115, -1.247851], [-0.214208, -2.543213, -1.171102], [-4.765984, -2.701572, 1.642612], [-4.883183, -1.016597, 1.157051], [-3.461002, -1.595707, 2.035942], [-4.309364, -2.512062, -0.755084], [-2.860695, -3.049744, 0.094069], [-3.394082, -0.154112, -0.666479], [-2.538792, -1.272942, -1.714582], [-1.691958, -0.544581, 1.126753], [-3.716431, 1.839460, -1.273932], [-4.070365, 3.412245, -0.563229], [-2.853594, 3.275614, -1.832594], [-2.363870, 4.573508, 0.912836], [-0.800524, 3.815815, 1.218844], [-1.181097, 4.434676, -0.389342], [-3.432271, 2.625551, 1.850993], [-1.965743, 1.683841, 2.064838], [-3.333327, 1.027198, 1.141623], [-0.039790, -1.681019, 2.060508], [0.388026, -3.216995, 1.317867], [1.875086, -0.576044, 1.200162], [2.498158, -2.228941, 1.300597], [1.387885, -0.707044, -0.997091], [3.919305, -2.343436, -0.677641], [3.447133, -1.364640, -2.085705], [3.047675, 1.152234, -1.714939], [4.010403, 3.145403, -0.671371], [5.532361, 2.925435, 1.262014], [6.083155, 0.687727, 2.141397], [5.112376, -1.316060, 1.107583], [1.613744, -2.826895, -2.291186], [1.620823, -3.651259, -0.724432], [-0.530448, -1.916985, -2.006096], [-0.703870, -3.520034, -1.277376]],
  "forces_ev_per_a": [[0.1, -0.1, -0.2], [-0.1, 0.2, 0.0], [0.0, -0.2, 0.2], [-0.5, -0.2, 0.1], [0.2, 0.4, 0.0], [-0.7, -0.1, 0.3], [0.7, 0.1, -0.6], [-0.2, 1.1, -0.1], [0.6, -1.3, -0.1], [-0.7, 0.6, 0.2], [0.1, 0.0, 0.1], [0.0, 0.0, -0.1], [0.2, 0.0, -0.2], [0.1, 0.3, 0.0], [0.2, -0.1, 0.1], [-0.3, 0.0, 0.6], [0.0, 0.2, -0.2], [0.5, 0.2, -0.1], [0.0, 0.0, 0.0], [0.1, -0.1, 0.0], [-0.1, 0.0, 0.0], [0.0, 0.0, 0.0], [0.0, 0.0, 0.1], [0.0, 0.0, -0.1], [-0.4, -0.3, -0.2], [-0.2, -0.2, -0.1], [-0.1, 0.0, 0.1], [-0.1, 0.1, 0.0], [0.1, 0.1, 0.2], [0.0, -0.1, 0.0], [0.0, -0.1, -0.1], [0.0, 0.1, -0.1], [0.0, 0.1, -0.1], [0.0, 0.0, -0.1], [0.0, -0.1, 0.0], [-0.1, 0.1, 0.0], [0.0, 0.0, -0.1], [-0.1, 0.0, 0.1], [0.1, 0.0, 0.1], [0.0, 0.1, 0.0], [-0.1, 0.1, 0.0], [0.1, 0.0, 0.1], [-0.1, -0.1, 0.0], [0.0, -0.1, 0.0], [0.1, 0.1, 0.1], [0.0, -0.1, -0.1], [0.1, 0.1, -0.1], [0.3, -0.5, 0.2], [-0.1, 0.0, -0.1], [-0.1, -0.1, 0.1], [0.0, 0.0, -0.1], [0.0, 0.1, 0.0], [0.0, 0.1, 0.0], [0.1, 0.0, 0.1], [0.0, -0.1, 0.0], [0.1, 0.0, 0.1], [0.1, 0.1, 0.0], [0.0, -0.1, 0.0], [0.1, 0.0, -0.1]],
  "total_energy_ha": -1110.1965,
  "smiles": "CCC[C@H](c1nnnn1C(C)(C)C)N1CC[NH+](Cc2ccccc2)CC1",
  "charge": 1,
  "e_lumo_ev": -2.00
}


2.
{
  "formula": "C20H33NO3",
  "method": "ωB97M-V/def2-TZVPD",
  "species": ["C", "C", "N", "C", "C", "C", "C", "O", "C", "C", "O", "C", "O", "C", "C", "C", "C", "C", "C", "C", "C", "C", "C", "C", "H", "H", "H", "H", "H", "H", "H", "H", "H", "H", "H", "H", "H", "H", "H", "H", "H", "H", "H", "H", "H", "H", "H", "H", "H", "H", "H", "H", "H", "H", "H", "H", "H"],
  "coordinates": [[5.186018, -1.678688, -0.919003], [4.638104, -0.736649, 0.150135], [4.541951, 0.629285, -0.347798], [4.801639, 1.639927, 0.662917], [6.303434, 1.827190, 0.868294], [3.375453, 0.884610, -1.162702], [2.010820, 0.929591, -0.439210], [1.518318, -0.316004, 0.006345], [1.036385, -1.163969, -1.008648], [0.220531, -2.279327, -0.356958], [-0.874615, -1.765067, 0.384725], [-1.896928, -1.258930, -0.313171], [-1.952240, -1.305863, -1.516618], [-3.001584, -0.735674, 0.594766], [-3.954133, -1.950672, 0.750715], [-4.716156, -2.302406, -0.521107], [-2.460974, -0.349840, 1.988744], [-1.428050, 0.771017, 1.960951], [-3.695497, 0.474593, -0.000009], [-4.979110, 0.820648, 0.409870], [-5.602343, 1.954769, -0.078326], [-4.949601, 2.775389, -0.981121], [-3.664392, 2.455319, -1.379188], [-3.042130, 1.320490, -0.888371], [4.494621, -1.783881, -1.751289], [5.356821, -2.664165, -0.492242], [6.126137, -1.291909, -1.303082], [5.331788, -0.737048, 0.992515], [3.670881, -1.104573, 0.517715], [4.381531, 2.586074, 0.312743], [4.325760, 1.396681, 1.626869], [6.484600, 2.635253, 1.572767], [6.774863, 2.071175, -0.079586], [6.763752, 0.922682, 1.256298], [3.516719, 1.855551, -1.647635], [3.340725, 0.127768, -1.948598], [2.091207, 1.537075, 0.465526], [1.275035, 1.398000, -1.111646], [1.857973, -1.624265, -1.576165], [0.402038, -0.601442, -1.707756], [0.830675, -2.813736, 0.372075], [-0.141835, -2.959269, -1.135339], [-3.352059, -2.807959, 1.063918], [-4.660680, -1.744932, 1.556999], [-4.031140, -2.462548, -1.349323], [-5.396288, -1.501339, -0.799045], [-5.294474, -3.211063, -0.367633], [-3.311996, -0.034248, 2.597672], [-2.020303, -1.232555, 2.453996], [-1.134127, 1.022236, 2.977814], [-0.538066, 0.464468, 1.418399], [-1.838284, 1.663533, 1.492881], [-5.506473, 0.205688, 1.123247], [-6.602099, 2.199004, 0.250986], [-5.436300, 3.659750, -1.365185], [-3.138346, 3.094381, -2.073563], [-2.037573, 1.095889, -1.209554]],
  "forces_ev_per_a": [[-0.1, 0.1, 0.3], [0.2, -0.2, -0.2], [0.0, 0.0, 0.1], [0.3, 0.0, 0.0], [-0.3, 0.0, 0.0], [-0.4, 0.0, 0.2], [0.3, 0.2, -0.2], [0.0, -0.2, 0.2], [-0.2, -0.2, 0.0], [0.4, 0.1, -0.5], [-0.1, 0.0, 0.4], [-0.2, 0.1, -0.1], [0.1, 0.0, 0.0], [0.0, -0.1, 0.4], [-0.1, 0.0, -0.2], [0.0, -0.1, 0.1], [0.2, 0.1, -0.1], [-0.1, -0.1, 0.1], [0.1, 0.0, -0.2], [0.1, 0.0, 0.0], [-0.1, 0.1, 0.0], [0.0, 0.1, 0.0], [0.0, 0.1, 0.0], [-0.1, 0.0, 0.0], [-0.1, 0.0, -0.1], [0.0, -0.2, 0.0], [0.1, 0.0, -0.1], [0.0, 0.0, 0.0], [0.1, 0.0, 0.1], [-0.1, 0.0, 0.1], [-0.1, 0.1, -0.1], [0.1, 0.1, 0.1], [0.1, 0.0, -0.1], [0.1, -0.1, 0.1], [-0.1, -0.1, -0.1], [0.0, 0.1, -0.1], [0.0, 0.1, -0.1], [0.0, 0.0, 0.1], [-0.1, 0.0, 0.0], [0.1, -0.1, 0.0], [-0.1, 0.0, -0.1], [0.1, 0.0, 0.1], [0.0, 0.0, 0.1], [0.1, 0.0, 0.1], [0.0, 0.0, -0.1], [-0.1, 0.0, -0.1], [-0.1, -0.1, 0.0], [-0.1, -0.1, 0.0], [-0.1, 0.0, 0.0], [0.1, 0.1, 0.1], [0.1, 0.0, -0.1], [0.0, 0.1, 0.0], [-0.1, -0.1, 0.1], [-0.1, 0.0, 0.0], [0.0, 0.1, 0.0], [0.0, 0.0, -0.1], [0.1, 0.0, -0.1]],
  "total_energy_ha": -1062.3483,
  "smiles": "CCN(CC)CCOCCOC(=O)C(CC)(CC)c1ccccc1",
  "e_lumo_ev": 0.85
}


3.
{
  "formula": "C20H34BrN2O19P",
  "method": "ωB97M-V/def2-TZVPD",
  "species": ["C", "N", "C", "O", "P", "O", "O", "Br", "O", "C", "C", "C", "N", "H", "H", "H", "H", "H", "H", "H", "H", "H", "H", "H", "H", "H", "H", "C", "C", "O", "C", "O", "O", "H", "H", "H", "H", "C", "C", "O", "C", "O", "O", "H", "H", "H", "H", "C", "C", "O", "C", "O", "O", "H", "H", "H", "H", "C", "C", "O", "C", "O", "O", "H", "H", "H", "H", "C", "C", "O", "C", "O", "O", "H", "H", "H", "H"],
  "coordinates": [[-2.180226, 0.531815, 2.904898], [-2.266617, 2.005878, 3.233400], [-1.144899, 2.478132, 4.131926], [0.095037, 1.766207, 3.779539], [0.791890, 1.016743, 5.219604], [2.094381, 0.180697, 4.770680], [1.301051, 2.346865, 6.244219], [3.122461, 2.440142, 5.969808], [-0.272623, -0.123477, 5.993276], [-0.404935, 0.120234, 7.438140], [-0.900026, -1.186948, 8.306869], [-1.046639, -2.571858, 7.435576], [-2.144027, -2.553366, 6.391239], [-3.173948, 0.265327, 2.300627], [-2.141834, -0.131099, 3.884262], [-1.293356, 0.244673, 2.176759], [-3.160321, 2.207605, 3.758923], [-1.054866, 3.661645, 4.006102], [-1.351825, 2.304075, 5.287675], [-1.237131, 0.966963, 7.563901], [0.570622, 0.520308, 7.958786], [-0.060859, -1.404885, 9.127391], [-1.917995, -1.012072, 8.858239], [-1.345016, -3.424416, 8.216142], [-0.002121, -2.930721, 6.982928], [-2.635817, -1.624148, 6.373360], [-1.720573, -2.772162, 5.439816], [0.880908, -1.077299, -0.480637], [-0.011699, -1.690802, -1.510130], [-0.840876, -2.550346, -0.751337], [-0.849666, -2.067889, 0.525696], [-1.594219, -2.464444, 1.406643], [0.082269, -1.083656, 0.687732], [1.178181, -0.057866, -0.741449], [1.780207, -1.674576, -0.297319], [-0.639263, -0.948839, -2.015057], [0.546767, -2.254845, -2.262213], [3.968120, -4.587947, 2.598433], [3.035220, -3.421121, 2.563701], [2.769469, -3.257913, 1.183536], [2.999492, -4.465362, 0.589554], [2.708118, -4.731854, -0.564468], [3.596856, -5.335365, 1.455419], [3.853417, -5.185918, 3.506680], [5.016669, -4.288211, 2.499501], [2.092996, -3.623503, 3.083849], [3.484806, -2.516311, 2.981852], [-2.343256, 3.420619, -2.106761], [-2.486000, 2.165666, -1.308195], [-1.572635, 1.280118, -1.927619], [-0.637729, 2.050474, -2.557033], [0.391824, 1.619561, -3.048987], [-1.004736, 3.365291, -2.563109], [-2.510965, 4.318266, -1.505311], [-3.011668, 3.442943, -2.973830], [-2.193406, 2.300546, -0.261537], [-3.501925, 1.762851, -1.344157], [-1.199408, 2.603462, -7.306310], [-0.364281, 3.441778, -6.393742], [-1.316758, 4.025006, -5.524981], [-2.410948, 3.208685, -5.530150], [-3.354584, 3.316901, -4.764955], [-2.310804, 2.255464, -6.502166], [-0.672614, 1.708226, -7.647893], [-1.555216, 3.161809, -8.178509], [0.336000, 2.844002, -5.800807], [0.193752, 4.213114, -6.931606], [2.303105, -0.873862, -9.125841], [2.329261, -0.802548, -7.633452], [2.183857, 0.580261, -7.371134], [1.570606, 1.128576, -8.460598], [1.138622, 2.268285, -8.506847], [1.503067, 0.235151, -9.490502], [1.862944, -1.806004, -9.490545], [3.297618, -0.752829, -9.567856], [1.492455, -1.339569, -7.174473], [3.266263, -1.180332, -7.215165]],
  "forces_ev_per_a": [[-0.9, -1.2, -0.5], [0.8, -0.4, 1.3], [-0.9, 1.0, 0.6], [-0.1, -0.7, 4.1], [4.2, -3.3, -3.1], [-5.5, 3.1, 1.6], [-1.2, -2.5, -1.8], [0.1, 0.8, 0.5], [1.8, 3.3, -0.2], [-1.4, 1.1, 2.3], [0.8, -1.1, -0.3], [0.3, -0.8, 1.0], [1.3, 0.7, -0.5], [2.1, 0.5, 1.5], [0.0, 1.1, -2.0], [-1.8, 0.9, 1.8], [1.3, -0.4, -0.9], [0.2, -2.7, 0.1], [0.2, 0.2, -2.0], [1.8, -1.7, -0.2], [-1.7, -0.8, -1.5], [-2.0, 0.5, -1.7], [2.0, -0.1, -1.2], [0.8, 1.9, -1.5], [-2.3, 1.1, 0.9], [0.9, -1.4, -0.2], [-1.0, 0.8, 1.7], [1.2, 0.6, -0.4], [0.1, 0.2, -1.3], [-0.2, 0.1, 1.3], [-1.2, -0.8, 1.3], [1.5, 0.8, -1.7], [-1.0, -0.7, 0.2], [-0.2, -0.1, 0.2], [-0.2, 0.1, 0.0], [0.1, -0.1, 0.1], [-0.2, -0.1, 0.2], [0.7, -0.3, 0.8], [-0.3, 0.8, 1.1], [0.2, -0.8, -0.7], [-0.6, -0.6, -2.3], [0.6, 0.7, 2.5], [-0.5, 0.4, -0.8], [0.0, 0.0, -0.3], [-0.1, 0.0, 0.0], [0.1, 0.0, -0.1], [-0.2, -0.1, -0.2], [-1.2, 0.9, 0.2], [-0.9, 0.0, 1.0], [1.0, 0.3, -0.7], [1.5, -0.2, -0.8], [-1.9, 0.7, 0.9], [0.9, -1.3, -0.1], [0.3, -0.1, -0.1], [0.3, 0.0, 0.5], [0.0, -0.1, 0.0], [0.3, -0.1, -0.1], [0.3, -0.6, -1.0], [1.4, 0.2, -0.3], [-1.5, -0.5, 0.2], [-1.1, 0.2, 0.8], [1.5, -0.3, -2.0], [-0.6, 0.8, 1.2], [-0.7, 0.3, 0.3], [0.1, -0.1, 0.1], [-0.1, 0.1, 0.0], [-0.2, -0.1, 0.2], [0.4, -0.9, -0.6], [0.3, -0.9, 0.7], [-0.5, 0.8, -0.8], [-0.4, 1.9, -0.2], [1.3, -2.4, -0.2], [-0.2, 0.9, 0.7], [0.0, 0.3, 0.0], [-0.1, 0.0, 0.0], [0.1, 0.1, 0.0], [-0.2, 0.2, 0.0]],
  "total_energy_ha": -5236.8359,
  "e_lumo_ev": -1.25
}


no.,orbital gap (hartree)
1,0.36825
2,0.32996
3,0.28956